(1)
24
Properties=species:S:1:pos:R:3:nbo_charge:R:1 method="wB97M-V/def2-TZVPD" homo_lumo_gap_ev="8.1096 / 7.1136" homo_ev="-11.592 / -11.201" e_above_lowest_kcal_mol=35.1 charge=+1 max_force_ev_per_a=1.733 energy_ha=-948.477245
C 2.35 0.30 0.28 -0.61
C 3.80 0.12 -0.05 0.57
C 1.48 -0.93 0.03 0.72
C -0.51 0.50 -0.10 0.69
C -5.63 0.33 -0.40 -0.62
C -4.53 -0.07 0.57 -0.57
N 0.12 -0.69 -0.03 -0.69
N 4.49 1.21 -0.30 -0.71
N 4.33 -1.07 -0.06 -0.70
O 1.91 -2.05 -0.09 -0.55
O -0.19 1.63 -0.01 -0.50
S -3.24 -1.05 -0.22 0.03
H 2.25 0.54 1.35 0.30
H -6.07 -0.55 -0.86 0.22
H -6.40 0.86 0.14 0.22
H -5.23 0.97 -1.18 0.22
H -4.92 -0.69 1.39 0.23
H -4.03 0.80 0.99 0.24
H -0.47 -1.51 -0.14 0.46
H 4.07 2.13 -0.26 0.44
H 5.48 1.17 -0.52 0.43
H 5.30 -1.23 -0.29 0.42
H 3.70 -1.88 0.03 0.47
H 1.94 1.16 -0.26 0.29

=====

(2)
54
Properties=species:S:1:pos:R:3:nbo_charge:R:1 method="wB97M-V/def2-TZVPD" homo_lumo_gap_ev=1.7154 homo_ev=-9.153 charge=+1 max_force_ev_per_a=2.072 energy_ha=-3576.469622
C 3.91 -0.53 -0.98 -0.67
C 2.82 -1.20 -1.36 0.07
C 1.43 -0.64 -1.21 -0.54
C 0.31 -1.57 -1.69 0.21
C -0.91 -1.36 -0.73 -0.50
C -2.31 -1.30 -1.40 -0.44
C -3.37 -0.41 -0.71 -0.23
N -3.13 1.02 -0.80 -0.85
O 0.78 -2.95 -1.37 -0.72
S -0.10 -3.95 -2.24 2.53
O 0.72 -4.90 -2.91 -0.88
O -1.21 -4.43 -1.51 -0.87
O -0.66 -2.86 -3.36 -0.69
C 0.08 -1.68 -3.18 -0.03
Cl 1.68 -2.05 -4.04 -0.08
P -0.46 -0.12 -4.21 1.30
N -2.06 -0.41 -4.78 -1.14
O -0.63 1.09 -3.09 -1.00
H 3.79 0.30 -0.27 0.10
H 4.88 -0.76 -1.43 0.18
H 2.98 -2.15 -1.84 0.26
H 1.30 -0.37 -0.15 0.30
H 1.43 0.30 -1.77 0.26
H -0.89 -2.21 -0.05 0.30
H -0.79 -0.47 -0.10 0.27
H -2.74 -2.31 -1.37 0.24
H -2.27 -0.94 -2.42 0.17
H -4.32 -0.62 -1.21 0.18
H -3.51 -0.71 0.32 0.25
H -2.62 1.25 -1.65 0.33
H -2.67 1.45 -0.01 0.38
H -2.71 0.04 -4.13 0.39
H -2.26 -1.41 -4.70 0.40
H -0.77 0.78 -2.18 0.50
C -0.80 4.47 0.41 -0.72
C -1.24 3.28 1.14 0.28
N -1.60 2.36 1.70 -0.32
H -1.34 5.34 0.75 0.26
H 0.27 4.62 0.57 0.24
H -0.98 4.33 -0.66 0.26
Ca 5.81 0.94 0.09 1.58
O 1.44 0.12 2.26 -0.60
C 1.48 0.48 3.40 0.81
O 2.62 0.40 4.14 -0.52
C 2.33 0.79 5.51 -0.07
C 1.07 1.64 5.42 -0.43
C 0.34 1.01 4.23 -0.54
H 2.18 -0.12 6.10 0.19
H 3.19 1.33 5.91 0.19
H 0.50 1.64 6.35 0.24
H 1.34 2.67 5.19 0.20
H -0.29 0.17 4.53 0.27
H -0.24 1.73 3.67 0.27
Cl -1.81 -1.11 1.84 -0.59

=====

(3)
36
Properties=species:S:1:pos:R:3:mulliken_spin:R:1 method="wB97M-V/def2-TZVPD" homo_lumo_gap_ev="5.7257 / 7.0525" homo_ev="-5.245 / -8.282" spin_multiplicity=4 e_above_lowest_kcal_mol=0.4 max_force_ev_per_a=0.325 energy_ha=-1672.424930 s2=3.780
Pd -0.34 0.43 -0.31 1.08
C 1.58 -2.72 0.68 0.01
C 1.40 -1.33 1.23 0.02
C 0.16 -0.93 1.75 0.00
C -0.04 0.38 2.20 -0.05
C 1.01 1.30 2.14 -0.02
C 2.25 0.90 1.67 0.03
C 2.44 -0.40 1.22 0.00
H 2.64 -2.99 0.65 0.00
H 1.19 -2.77 -0.33 0.00
H 1.05 -3.45 1.29 0.00
H -0.65 -1.64 1.81 0.02
H -1.01 0.67 2.59 0.04
H 0.85 2.32 2.47 0.01
H 3.07 1.60 1.64 0.00
H 3.41 -0.70 0.84 0.00
C 0.99 0.14 -5.16 0.01
O 0.15 -0.63 -4.29 0.01
C 0.08 -0.29 -3.02 -0.02
S -1.01 -1.15 -2.06 0.30
S 0.93 1.00 -2.33 0.26
H 0.89 -0.33 -6.13 0.00
H 2.02 0.10 -4.82 -0.01
H 0.65 1.17 -5.19 -0.01
O -1.67 1.97 -0.83 0.31
N -2.66 1.95 0.12 0.30
C -2.46 2.77 1.23 0.17
C -3.07 2.49 2.41 -0.07
C -3.86 1.32 2.57 0.41
C -3.98 0.47 1.45 -0.09
C -3.37 0.76 0.27 0.22
H -1.84 3.63 1.05 0.01
H -2.94 3.17 3.24 -0.01
H -4.35 1.09 3.50 0.04
H -4.57 -0.44 1.51 -0.01
H -3.45 0.18 -0.63 0.03

=====

(4)
21
Properties=species:S:1:pos:R:3:nbo_charge:R:1 method="wB97M-V/def2-TZVPD" homo_lumo_gap_ev=7.2904 homo_ev=-12.413 e_above_lowest_kcal_mol=85.2 charge=+1 max_force_ev_per_a=3.791 energy_ha=-909.845964
C -1.29 -0.79 -1.12 -0.13
C -0.18 -0.41 -1.77 -0.26
C -1.28 -1.02 0.43 -0.27
C 2.04 -0.86 -0.73 0.16
C -1.99 1.95 -0.03 0.08
C 2.86 0.44 0.90 0.30
C 0.92 -0.06 -0.86 -0.13
C -1.70 0.01 1.20 -0.03
C 0.78 1.05 -0.06 0.19
N 2.97 -0.61 0.16 -0.39
N -2.39 0.98 0.62 -0.37
N 1.84 1.30 0.81 -0.50
S -0.24 2.54 -0.31 0.24
H -2.17 -0.80 -1.69 0.23
H -0.25 -0.13 -2.77 0.25
H -0.70 -1.85 0.69 0.23
H 2.30 -1.45 -1.59 0.24
H -2.52 2.63 -0.69 0.23
H 3.53 0.45 1.81 0.24
H -1.73 0.09 2.30 0.25
H 1.74 1.98 1.55 0.46

=====

(5)
22
Properties=species:S:1:pos:R:3:nbo_charge:R:1 method="wB97M-V/def2-TZVPD" homo_lumo_gap_ev=9.6033 homo_ev=-13.124 e_above_lowest_kcal_mol=146.2 charge=+1 max_force_ev_per_a=4.975 energy_ha=-851.999514
C 2.99 0.06 1.54 -0.15
C 1.83 -0.21 1.24 0.07
C 0.54 -1.01 -1.72 0.34
C 0.53 -2.27 0.29 0.10
C -0.23 0.35 0.15 -0.03
C -2.87 1.33 0.77 -0.76
N 0.66 -2.06 -0.98 -0.47
N 0.29 0.18 -1.18 -0.28
N 0.50 1.28 -1.92 -0.64
N 0.53 -0.44 1.11 -0.60
S -1.97 -0.14 0.21 0.23
H 3.93 0.50 1.62 0.26
H 0.59 -1.06 -2.85 0.24
H -0.46 -2.46 0.81 0.24
H 1.49 -2.60 0.71 0.24
H -0.12 1.45 0.38 0.27
H -2.47 1.95 1.54 0.24
H -3.90 0.88 1.21 0.27
H -3.24 1.96 -0.07 0.24
H -0.12 1.35 -2.70 0.37
H 1.50 1.36 -2.26 0.38
H 0.00 -0.41 2.06 0.46

=====

Please write out number 4 again, unchanged.
21
Properties=species:S:1:pos:R:3:nbo_charge:R:1 method="wB97M-V/def2-TZVPD" homo_lumo_gap_ev=7.2904 homo_ev=-12.413 e_above_lowest_kcal_mol=85.2 charge=+1 max_force_ev_per_a=3.791 energy_ha=-909.845964
C -1.29 -0.79 -1.12 -0.13
C -0.18 -0.41 -1.77 -0.26
C -1.28 -1.02 0.43 -0.27
C 2.04 -0.86 -0.73 0.16
C -1.99 1.95 -0.03 0.08
C 2.86 0.44 0.90 0.30
C 0.92 -0.06 -0.86 -0.13
C -1.70 0.01 1.20 -0.03
C 0.78 1.05 -0.06 0.19
N 2.97 -0.61 0.16 -0.39
N -2.39 0.98 0.62 -0.37
N 1.84 1.30 0.81 -0.50
S -0.24 2.54 -0.31 0.24
H -2.17 -0.80 -1.69 0.23
H -0.25 -0.13 -2.77 0.25
H -0.70 -1.85 0.69 0.23
H 2.30 -1.45 -1.59 0.24
H -2.52 2.63 -0.69 0.23
H 3.53 0.45 1.81 0.24
H -1.73 0.09 2.30 0.25
H 1.74 1.98 1.55 0.46

=====

Repeat the third record exactly.
36
Properties=species:S:1:pos:R:3:mulliken_spin:R:1 method="wB97M-V/def2-TZVPD" homo_lumo_gap_ev="5.7257 / 7.0525" homo_ev="-5.245 / -8.282" spin_multiplicity=4 e_above_lowest_kcal_mol=0.4 max_force_ev_per_a=0.325 energy_ha=-1672.424930 s2=3.780
Pd -0.34 0.43 -0.31 1.08
C 1.58 -2.72 0.68 0.01
C 1.40 -1.33 1.23 0.02
C 0.16 -0.93 1.75 0.00
C -0.04 0.38 2.20 -0.05
C 1.01 1.30 2.14 -0.02
C 2.25 0.90 1.67 0.03
C 2.44 -0.40 1.22 0.00
H 2.64 -2.99 0.65 0.00
H 1.19 -2.77 -0.33 0.00
H 1.05 -3.45 1.29 0.00
H -0.65 -1.64 1.81 0.02
H -1.01 0.67 2.59 0.04
H 0.85 2.32 2.47 0.01
H 3.07 1.60 1.64 0.00
H 3.41 -0.70 0.84 0.00
C 0.99 0.14 -5.16 0.01
O 0.15 -0.63 -4.29 0.01
C 0.08 -0.29 -3.02 -0.02
S -1.01 -1.15 -2.06 0.30
S 0.93 1.00 -2.33 0.26
H 0.89 -0.33 -6.13 0.00
H 2.02 0.10 -4.82 -0.01
H 0.65 1.17 -5.19 -0.01
O -1.67 1.97 -0.83 0.31
N -2.66 1.95 0.12 0.30
C -2.46 2.77 1.23 0.17
C -3.07 2.49 2.41 -0.07
C -3.86 1.32 2.57 0.41
C -3.98 0.47 1.45 -0.09
C -3.37 0.76 0.27 0.22
H -1.84 3.63 1.05 0.01
H -2.94 3.17 3.24 -0.01
H -4.35 1.09 3.50 0.04
H -4.57 -0.44 1.51 -0.01
H -3.45 0.18 -0.63 0.03